The following is a quantum chemistry calculation of a 2-piece molecular cluster, C47H52N3Si overall in a non-equilibrium geometry, from the OMol25 dataset.

Its energy relative to the best compared isomer or geometry (same formula, charge and spin) is 16.7 kcal per mole. The calculation puts the HOMO energy at -9.6446 eV. The value obtained for the LUMO energy is -4.17 eV. For the HOMO-LUMO gap, the calculation gives 5.47 eV.

```
! RIJCOSX wB97M-V def2-TZVPD def2/J DEFGRID3
* xyz 1 1
C -6.050 2.133 3.619
C -6.157 0.835 4.400
N -4.927 0.077 4.377
C -5.107 -1.314 4.721
C -3.926 -2.170 4.310
C -2.621 -1.547 4.811
C -2.514 -0.108 4.423
C -3.704 0.666 4.288
C -3.576 2.063 4.001
C -2.338 2.567 3.649
C -1.154 1.751 3.573
C 0.023 2.194 2.918
C 1.328 1.650 3.147
C 2.444 2.475 3.476
C 3.687 1.962 3.812
C 3.895 0.547 3.776
N 5.126 0.014 4.025
C 6.311 0.841 4.067
C 6.047 2.163 4.763
C 4.813 2.878 4.199
C 5.400 -1.387 3.795
C 4.219 -2.256 4.186
C 2.945 -1.792 3.475
C 2.799 -0.302 3.435
C 1.583 0.255 3.073
C -1.286 0.461 4.165
C -4.806 2.916 4.033
H -6.009 1.894 2.548
H -6.954 2.723 3.794
H -6.460 1.041 5.444
H -6.930 0.190 3.964
H -5.291 -1.421 5.805
H -6.013 -1.653 4.206
H -4.047 -3.176 4.721
H -3.909 -2.248 3.214
H -2.579 -1.646 5.909
H -1.770 -2.108 4.405
H -2.264 3.624 3.364
H -0.040 3.132 2.366
H 2.297 3.562 3.478
H 7.077 0.269 4.604
H 6.685 1.020 3.042
H 5.892 1.978 5.834
H 6.934 2.797 4.659
H 5.121 3.486 3.333
H 4.446 3.597 4.945
H 5.645 -1.550 2.730
H 6.286 -1.644 4.388
H 4.441 -3.297 3.928
H 4.071 -2.199 5.273
H 2.934 -2.203 2.453
H 2.071 -2.227 3.981
H 0.785 -0.391 2.700
H -0.393 -0.137 4.352
H -4.683 3.791 3.386
H -4.960 3.295 5.057
C -3.126 4.335 0.650
C -2.732 5.330 -0.255
C -1.706 5.081 -1.174
C -1.044 3.847 -1.169
Si 0.250 3.367 -2.408
C 0.408 4.613 -3.778
C 1.653 5.228 -3.977
C 1.813 6.192 -4.977
C 0.726 6.559 -5.780
C -0.519 5.948 -5.584
C -0.681 4.983 -4.581
C 1.864 3.106 -1.545
C 2.108 3.662 -0.285
C 3.283 3.335 0.391
C 4.195 2.428 -0.169
C 3.975 1.924 -1.463
C 2.823 2.292 -2.162
C -0.142 1.607 -3.062
C -1.418 1.606 -3.933
C -2.122 0.284 -3.593
C -1.416 -0.282 -2.350
N -0.348 0.666 -1.984
C -1.386 2.883 -0.214
C -2.467 3.102 0.643
H -3.944 4.512 1.353
H -3.237 6.293 -0.240
H -1.419 5.853 -1.890
H 2.496 4.960 -3.338
H 2.784 6.662 -5.126
H 0.848 7.319 -6.554
H -1.368 6.227 -6.205
H -1.660 4.530 -4.415
H 1.387 4.348 0.166
H 3.489 3.779 1.365
H 5.080 2.121 0.388
H 4.694 1.255 -1.935
H 2.671 1.936 -3.186
H 0.747 1.373 -3.693
H -2.071 2.458 -3.677
H -1.127 1.665 -4.989
H -3.194 0.419 -3.421
H -1.986 -0.405 -4.431
H -2.117 -0.363 -1.515
H -1.078 -1.310 -2.555
H 0.480 0.249 -1.580
H -0.821 1.950 -0.158
H -2.777 2.309 1.321
*
```

These are the Löwdin partial charges, in e, on atoms 1 to 6: atom 1 (C): -0.1531, atom 2 (C): -0.1490, atom 3 (N): -0.0419, atom 4 (C): -0.1525, atom 5 (C): -0.1553, atom 6 (C): -0.1359

---

The following is a quantum chemistry calculation of C47H54N4OSSr as an isolated structure, from the OMol25 dataset.

The calculation puts the HOMO energy at -4.9544 eV. The value obtained for the LUMO energy is -0.35 eV. For the HOMO-LUMO gap, the calculation gives 4.60 eV.

```
! RIJCOSX wB97M-V def2-TZVPD def2/J DEFGRID3
* xyz 0 1
Sr 0.014 0.579 0.226
C 3.127 -1.653 -3.271
C 1.785 -1.074 -2.825
C 0.664 -2.111 -2.965
C 1.448 0.208 -3.564
C 1.297 0.145 -4.945
C 0.975 1.271 -5.681
C 0.790 2.470 -5.012
C 0.929 2.576 -3.630
C 0.705 3.951 -3.024
C 1.917 4.493 -2.264
C -0.570 3.981 -2.180
C 1.279 1.434 -2.877
N 1.407 1.467 -1.471
C 2.701 1.454 -0.946
C 3.034 1.085 0.351
N 2.142 0.598 1.327
C 2.707 -0.259 2.295
C 2.548 -0.011 3.680
C 3.125 -0.870 4.613
C 3.877 -1.968 4.237
C 4.038 -2.216 2.885
C 3.462 -1.401 1.918
C 3.663 -1.796 0.464
C 5.142 -1.851 0.074
C 2.986 -3.142 0.181
C 1.895 1.239 4.251
C 0.470 1.495 3.774
C 2.793 2.458 4.015
C 4.486 1.308 0.541
C 5.369 1.175 1.581
C 6.747 1.471 1.361
C 7.232 1.879 0.148
C 6.332 2.030 -0.949
C 6.656 2.443 -2.274
C 5.662 2.536 -3.210
C 4.296 2.248 -2.915
C 3.956 1.856 -1.645
C 5.003 1.749 -0.700
H 3.342 -2.582 -2.736
H 3.936 -0.946 -3.076
H 3.120 -1.878 -4.340
H 1.875 -0.828 -1.766
H 0.541 -2.430 -4.003
H -0.295 -1.700 -2.634
H 0.885 -2.999 -2.367
H 1.438 -0.803 -5.455
H 0.869 1.219 -6.758
H 0.538 3.360 -5.579
H 0.542 4.623 -3.871
H 2.182 3.850 -1.425
H 1.704 5.500 -1.890
H 2.787 4.555 -2.919
H -0.518 3.221 -1.404
H -1.448 3.787 -2.802
H -0.703 4.958 -1.701
H 2.999 -0.649 5.669
H 4.335 -2.608 4.980
H 4.624 -3.073 2.570
H 3.186 -1.042 -0.161
H 5.671 -2.613 0.652
H 5.629 -0.891 0.252
H 5.255 -2.099 -0.983
H 3.500 -3.959 0.695
H 2.989 -3.364 -0.891
H 1.954 -3.137 0.541
H 1.838 1.080 5.332
H 0.491 1.698 2.709
H 0.035 2.358 4.290
H -0.169 0.627 3.966
H 2.981 2.592 2.948
H 3.757 2.318 4.507
H 2.339 3.370 4.421
H 5.058 0.825 2.558
H 7.434 1.356 2.192
H 8.287 2.087 0.016
H 7.683 2.675 -2.534
H 5.913 2.842 -4.219
H 3.564 2.338 -3.709
C -0.741 5.893 2.411
N -1.216 4.621 1.878
C -2.637 4.302 1.941
C -0.387 3.726 1.328
C 1.065 4.070 1.215
O -0.841 2.642 0.908
H -1.541 6.347 2.989
H -0.455 6.582 1.615
H 0.112 5.751 3.072
H -3.195 5.212 2.139
H -2.844 3.575 2.730
H -2.967 3.883 0.993
H 1.195 4.995 0.652
H 1.600 3.263 0.716
H 1.492 4.212 2.208
S -4.535 -1.070 0.651
C -3.072 -0.214 0.377
N -1.997 -0.925 0.276
C -2.297 -2.282 0.398
C -1.379 -3.327 0.301
C -1.835 -4.618 0.444
C -3.192 -4.885 0.678
C -4.114 -3.863 0.765
C -3.649 -2.558 0.619
H -3.077 0.870 0.307
H -0.336 -3.118 0.104
H -1.134 -5.439 0.372
H -3.524 -5.909 0.787
H -5.162 -4.070 0.936
*
```

These are the Löwdin partial charges, in e, on atoms 1 to 6: atom 1 (Sr): 1.5144, atom 2 (C): -0.0455, atom 3 (C): -0.3737, atom 4 (C): -0.0553, atom 5 (C): -0.1409, atom 6 (C): -0.0509